1.
Entry from the Open Molecules 2025 dataset: a molecular structure, C46H44N6O2P2S2Tl (the ωB97M-V functional and the def2-TZVPD basis).

Results
DFT total energy ... -3909.797126 hartree
M ... 1043.36 g/mol
HOMO-LUMO gap ... 7.3 eV

```
! wB97M-V def2-TZVPD RIJCOSX def2/J DEFGRID3
* xyz 1 1
Tl 0.440 -0.178 0.091
C -0.800 -4.507 1.377
C -0.508 -3.053 1.231
N 0.200 -2.546 0.291
N 0.730 -3.325 -0.681
C 1.714 -2.768 -1.362
N 2.232 -3.518 -2.348
S 2.451 -1.206 -1.143
C -1.008 -2.095 2.254
C -1.796 -2.503 3.324
C -2.201 -1.560 4.257
C -1.817 -0.238 4.101
C -1.039 0.094 3.004
N -0.647 -0.813 2.119
H -0.292 -5.066 0.596
H -1.874 -4.687 1.303
H -0.472 -4.866 2.353
H 1.888 -4.455 -2.475
H 3.007 -3.184 -2.890
H -2.085 -3.537 3.427
H -2.813 -1.859 5.097
H -2.115 0.527 4.802
H -0.726 1.114 2.817
C -6.986 1.925 -3.619
S -5.717 3.199 -3.504
C -4.422 2.398 -4.486
C -3.524 1.473 -3.674
C -2.671 2.284 -2.708
N -1.787 1.484 -1.843
P -2.282 0.882 -0.334
C -3.805 -0.057 -0.656
C -5.088 0.486 -0.632
C -6.181 -0.302 -0.957
C -6.002 -1.629 -1.322
C -4.727 -2.176 -1.350
C -3.637 -1.394 -1.007
C -2.846 2.253 0.701
C -3.637 1.951 1.813
C -3.977 2.941 2.720
C -3.534 4.241 2.525
C -2.744 4.547 1.428
C -2.397 3.557 0.523
P -0.252 0.957 -2.308
C -0.428 -0.004 -3.831
C -0.378 0.562 -5.103
C -0.618 -0.220 -6.221
C -0.901 -1.571 -6.077
C -0.929 -2.147 -4.815
C -0.688 -1.366 -3.697
C 0.787 2.352 -2.776
C 1.977 2.071 -3.449
C 2.868 3.090 -3.737
C 2.578 4.393 -3.358
C 1.401 4.675 -2.681
C 0.511 3.657 -2.384
H -7.827 2.250 -3.011
H -6.627 0.970 -3.238
H -7.323 1.811 -4.648
H -3.839 3.190 -4.957
H -4.911 1.848 -5.291
H -2.886 0.904 -4.353
H -4.135 0.752 -3.129
H -3.317 2.883 -2.059
H -2.049 2.989 -3.270
H -5.235 1.526 -0.376
H -7.175 0.124 -0.932
H -6.858 -2.238 -1.581
H -4.586 -3.212 -1.629
H -2.642 -1.828 -1.014
H -3.988 0.939 1.974
H -4.594 2.699 3.575
H -3.803 5.015 3.231
H -2.380 5.553 1.281
H -1.742 3.793 -0.298
H -0.159 1.616 -5.219
H -0.585 0.225 -7.206
H -1.088 -2.178 -6.951
H -1.129 -3.204 -4.703
H -0.689 -1.822 -2.712
H 2.211 1.054 -3.742
H 3.791 2.866 -4.253
H 3.275 5.188 -3.585
H 1.181 5.686 -2.367
H -0.382 3.875 -1.821
O 1.101 3.998 1.107
C 1.098 2.783 1.039
O 0.319 2.068 0.311
C 2.079 2.001 1.901
C 2.944 2.708 2.758
C 3.788 1.999 3.555
C 3.774 0.585 3.508
C 4.614 -0.210 4.322
C 4.560 -1.571 4.247
C 3.666 -2.195 3.351
C 2.845 -1.453 2.550
C 2.881 -0.043 2.612
N 2.049 0.694 1.821
H 2.900 3.786 2.753
H 4.469 2.498 4.232
H 5.296 0.282 5.003
H 5.203 -2.176 4.870
H 3.639 -3.275 3.292
H 2.177 -1.936 1.848
*
```

2.
Entry from the Open Molecules 2025 dataset: a molecular structure, C27H51GaNO2Si2 in a non-equilibrium geometry (the ωB97M-V functional and the def2-TZVPD basis).

Results
DFT total energy ... -3768.107634 hartree
M ... 547.61 g/mol
HOMO-LUMO gap ... 7.4 eV

```
! wB97M-V def2-TZVPD RIJCOSX def2/J DEFGRID3
* xyz 1 1
O 0.762 1.980 -1.188
O -0.749 1.660 -2.869
C 0.435 3.302 -0.695
C 1.453 3.894 0.301
H -0.540 3.298 -0.216
H 0.278 3.997 -1.519
H 1.569 3.254 1.173
H 1.117 4.868 0.657
H 2.434 4.035 -0.150
C 1.913 2.033 -2.073
C 1.985 3.105 -3.190
H 1.992 1.053 -2.537
H 2.813 2.170 -1.482
H 1.076 3.131 -3.788
H 2.811 2.894 -3.869
H 2.148 4.104 -2.789
C -0.657 0.429 -3.588
C -1.908 2.487 -2.946
C 0.057 0.603 -4.930
H -1.642 -0.021 -3.725
H -0.072 -0.275 -3.000
H -0.451 1.311 -5.580
H 0.109 -0.347 -5.459
H 1.077 0.955 -4.791
C -2.041 3.170 -4.307
H -1.849 3.253 -2.176
H -2.802 1.906 -2.739
H -1.117 3.674 -4.587
H -2.836 3.913 -4.288
H -2.291 2.450 -5.084
H -0.261 1.669 -1.957
Ga 0.210 -0.887 1.379
C -1.353 0.198 0.623
Si -3.252 0.096 0.850
H -0.817 0.808 1.341
H -0.904 -0.370 -0.184
C -3.918 1.850 0.828
C -3.934 -0.580 2.457
C -4.065 -0.910 -0.504
C 2.174 -0.112 1.194
Si 3.403 -1.190 0.225
H 2.181 -0.575 2.171
H 2.634 0.854 1.393
C 4.771 -0.139 -0.504
C 2.539 -2.100 -1.152
C 4.238 -2.402 1.374
H -3.627 -0.711 -1.479
H -5.130 -0.694 -0.566
H -3.958 -1.975 -0.308
H -3.325 2.501 1.467
H -4.945 1.879 1.191
H -3.926 2.280 -0.168
H -3.380 -0.252 3.331
H -3.960 -1.667 2.443
H -4.964 -0.256 2.594
H 2.814 -1.705 -2.129
H 1.460 -2.014 -1.058
H 2.790 -3.160 -1.144
H 4.961 -3.012 0.834
H 3.522 -3.076 1.832
H 4.773 -1.886 2.170
H 5.622 -0.758 -0.786
H 5.127 0.600 0.214
H 4.452 0.387 -1.402
C -0.684 -4.915 0.470
C -0.828 -5.418 1.764
C -0.669 -4.573 2.864
C -0.353 -3.222 2.649
N -0.192 -2.761 1.371
C -0.366 -3.568 0.288
C -0.222 -2.223 3.742
C -0.351 -2.484 5.118
C -0.219 -1.432 6.037
C 0.032 -0.126 5.590
C 0.155 0.134 4.221
C 0.028 -0.921 3.319
H -0.827 -5.562 -0.386
H -1.081 -6.459 1.914
H -0.807 -4.976 3.857
H -0.284 -3.181 -0.714
H -0.547 -3.478 5.489
H -0.311 -1.628 7.097
H 0.136 0.680 6.305
H 0.361 1.136 3.868
*
```